[1]
The following is a DFT calculation (ωB97M-V/def2-TZVPD) of a molecular structure, C28H39EuN5OSSe at a distorted geometry.

Each line ends with the Löwdin spin population.
Element x y z (Å)
Eu1 -0.38394 0.40564 0.71689  5.09
C1 2.30373 2.69350 1.94034  0.00
C2 3.35555 1.88741 2.70656  0.00
C3 3.28820 2.16169 4.24639  0.00
C4 3.12187 0.42975 2.23846  0.00
C5 3.86028 -0.18069 1.27206  0.00
C6 3.65621 -1.48714 0.87567  0.00
C7 2.71640 -2.23331 1.53859  0.00
C8 2.66496 -3.68258 1.33533  0.00
C9 1.93371 -1.64906 2.53263  0.00
C10 2.09220 -0.30055 2.84607  0.00
H1 2.35404 3.78432 1.97060  0.00
H2 1.37381 2.65883 2.40187  0.00
H3 2.08429 2.49120 0.90463  0.00
H4 4.28196 2.23158 2.29536  0.00
H5 2.26536 2.14400 4.68516  0.00
H6 3.77162 3.17907 4.48002  0.00
H7 3.95621 1.42881 4.76559  0.00
H8 4.67571 0.39753 0.79562  0.00
H9 4.19377 -1.91376 0.05093  0.00
H10 2.56786 -4.15134 2.31371  0.00
H11 3.55324 -4.10381 0.88272  0.00
H12 1.87340 -4.04458 0.69986  0.00
H13 1.16658 -2.28058 2.95220  0.00
H14 1.45159 0.22731 3.55045  0.00
N1 -0.56218 2.66681 -2.20127  0.00
C11 -1.09203 2.55136 -0.93828  0.00
N2 -2.25843 3.11164 -0.73515  0.00
S1 -3.22796 0.19897 0.66275  0.30
H15 -1.22805 2.91591 -2.94223  0.00
H16 0.07519 1.92846 -2.49292  0.00
H17 -2.74710 3.72492 -1.41463  0.00
H18 -2.70553 2.92684 0.09134  0.00
O1 -0.44027 1.45817 2.93404  -0.01
N3 -0.95510 1.57947 4.10476  0.00
C12 -2.00694 2.35120 4.27416  0.00
C13 -2.64243 2.25375 5.59806  0.00
N4 -3.30560 2.23271 6.51758  0.00
C14 -2.69163 3.08970 3.32778  0.00
N5 -3.21620 3.72045 2.55401  0.00
C15 0.36448 1.77025 -6.68153  0.00
C16 0.46195 0.93580 -5.41978  0.00
C17 -0.63653 0.45215 -4.72956  0.00
C18 -0.55851 -0.12755 -3.48594  0.00
C19 -1.83130 -0.52448 -2.77232  0.01
C20 0.71733 -0.42535 -2.94810  0.00
Se1 0.96996 -1.60080 -1.45255  0.00
C21 1.85767 0.04972 -3.58894  0.00
C22 3.22381 -0.22507 -3.01899  0.00
C23 1.71377 0.78311 -4.78530  0.00
H19 -0.14819 1.30771 -7.58438  0.00
H20 1.40874 1.87165 -7.03096  0.00
H21 -0.09210 2.80554 -6.56999  0.00
H22 -1.63992 0.46396 -5.14706  0.00
H23 -2.65556 -0.65416 -3.48375  0.00
H24 -2.10506 0.15706 -1.96426  0.01
H25 -1.64357 -1.42053 -2.16318  0.00
H26 3.26222 0.13251 -1.95189  0.00
H27 4.00171 0.19730 -3.60062  0.00
H28 3.36386 -1.31732 -2.94137  0.00
H29 2.63921 1.07969 -5.32324  0.00
C24 -4.07433 -2.40598 -0.51333  0.00
C25 -3.39633 -2.57935 0.86962  0.04
C26 -2.20243 -3.64147 0.73936  0.02
C27 -4.50255 -3.03375 1.85642  0.02
C28 -2.72158 -1.27130 1.32181  0.47
H30 -4.47878 -3.33850 -0.99552  0.00
H31 -3.36362 -2.01612 -1.21669  0.00
H32 -4.87779 -1.70837 -0.46626  0.00
H33 -2.62925 -4.63060 0.86516  0.00
H34 -1.46037 -3.57680 1.50484  0.00
H35 -1.63374 -3.60798 -0.20794  0.00
H36 -4.75719 -4.13627 1.78235  0.00
H37 -5.37971 -2.47617 1.64676  0.00
H38 -4.26934 -2.88299 2.91462  0.00
H39 -2.10132 -1.20912 2.20481  0.03

Atoms 1-3, force components in eV/Å:
Eu -0.123 -0.119 0.003
C -0.034 1.670 0.078
C -1.322 -0.220 -0.799

Output
Electronic energy   -4949.19245 hartree
Molecular weight   724.65 g mol⁻¹
E_HOMO (alpha / beta)   -3.35 / -3.22 eV
Largest force on an atom   3.25 eV/A
Multiplicity   7
Energy above the lowest of the compared OMol25 structures with the same formula, charge and spin   0.0 kJ/mol
Charge   -1

***

[2]
The following is a DFT calculation (ωB97M-V/def2-TZVPD) of 4 unconnected molecules or ions with the total composition C28H39I2N6O5PS at a distorted geometry.

Each line ends with the Mulliken charge.
Element x y z (Å)
C1 -0.99136 -1.54135 1.31617  -1.47
C2 -0.57065 -0.29424 1.06823  -0.19
C3 -0.36288 0.29455 -0.32492  0.53
C4 -1.13402 1.63076 -0.28751  -0.92
I1 -1.35285 2.55493 -2.21848  0.33
C5 -2.56386 1.44884 0.35076  0.04
C6 -3.34497 0.28921 -0.25113  -1.10
I2 -3.75025 3.21709 -0.11023  -0.09
O1 -0.67660 -0.58220 -1.37667  -0.32
C7 0.22267 -0.43255 -2.42821  -0.36
O2 -0.10933 -0.77554 -3.51203  -0.53
C8 1.54878 0.21352 -1.95610  2.64
C9 2.67609 -0.84733 -2.10382  -1.40
C10 3.22995 -1.10484 -3.50605  -0.72
C11 2.43951 -2.12081 -4.32885  -0.85
O3 1.98605 -3.17000 -3.49002  -0.51
P1 1.92471 1.84019 -2.79189  -0.30
N1 1.47433 1.56201 -4.42481  -0.40
O4 3.57931 1.82497 -2.78668  -0.46
C12 1.19236 0.32527 -0.45017  0.22
C13 2.00434 1.27682 0.43752  -0.93
C14 3.28799 0.68908 1.01913  -0.85
S1 3.04210 -0.75872 2.10220  -0.23
C15 3.19376 -2.13383 1.03562  0.52
N2 2.18194 -2.88872 0.76863  -0.16
N3 2.62879 -3.86688 -0.11320  -0.21
C16 3.87599 -3.61423 -0.29313  -0.17
O5 4.31776 -2.54737 0.38758  -0.31
H1 -1.69588 -1.69401 2.13009  0.35
H2 -0.62979 -2.43008 0.81042  0.28
H3 -0.31368 0.34711 1.90668  0.54
H4 -0.57017 2.31466 0.34301  0.62
H5 -2.51218 1.45319 1.43215  0.29
H6 -4.32402 0.19474 0.21474  0.49
H7 -2.80716 -0.64884 -0.19604  0.17
H8 -3.52674 0.51556 -1.30226  0.41
H9 3.51376 -0.48200 -1.50695  -0.07
H10 2.37287 -1.78173 -1.63783  0.93
H11 4.22704 -1.53276 -3.37006  0.45
H12 3.37050 -0.20644 -4.09698  0.27
H13 1.65471 -1.64101 -4.91046  0.35
H14 3.14085 -2.55054 -5.05592  0.41
H15 1.24279 -3.62072 -3.89721  0.30
H16 0.65822 2.10781 -4.66099  0.22
H17 2.23384 1.73117 -5.07156  0.20
H18 3.89051 2.71643 -2.97179  0.40
H19 1.41920 -0.68728 -0.11737  -0.80
H20 1.37325 1.62848 1.25441  0.48
H21 2.28506 2.15311 -0.15369  0.39
H22 4.05174 0.48710 0.27367  0.35
H23 3.72191 1.43748 1.68220  0.62
H24 4.50357 -4.18532 -0.95420  0.48
N4 -4.80804 2.43604 3.31277  0.16
C17 -5.54123 3.15301 4.21533  -0.55
C18 -5.12556 2.80330 5.47306  -0.40
C19 -4.09664 1.83643 5.32371  -0.66
C20 -3.92335 1.63201 3.98018  -0.29
H25 -4.90821 2.49419 2.31086  0.11
H26 -6.29348 3.84956 3.88710  0.38
H27 -5.51472 3.19684 6.39691  0.40
H28 -3.54793 1.34737 6.11114  0.41
H29 -3.24880 0.98255 3.44829  0.44
N5 -1.62813 5.56788 1.40606  0.25
C21 -1.75612 6.84451 0.93919  -0.40
C22 -0.81349 7.61996 1.56318  -0.56
C23 -0.08450 6.77307 2.44024  -0.54
C24 -0.61136 5.51361 2.31801  -0.38
H30 -2.19919 4.78344 1.11872  0.05
H31 -2.50427 7.09280 0.20548  0.36
H32 -0.66303 8.67523 1.40819  0.39
H33 0.73031 7.05598 3.08563  0.41
H34 -0.35095 4.58739 2.80274  0.40
N6 0.64722 -6.53669 -0.51201  0.13
C25 -0.68536 -6.57396 -0.81060  -0.44
C26 -1.15535 -7.82239 -0.49523  -0.47
C27 -0.05997 -8.56660 0.01866  -0.55
C28 1.03578 -7.74347 -0.00343  -0.39
H35 1.25051 -5.74054 -0.64476  0.29
H36 -1.18407 -5.71229 -1.22101  0.38
H37 -2.16979 -8.16337 -0.61782  0.39
H38 -0.07510 -9.58655 0.36492  0.38
H39 2.05501 -7.91406 0.29851  0.37

Atoms 1-3, force components in eV/Å:
C 0.104 0.173 0.462
C -0.567 -0.725 -0.526
C 2.629 -0.192 1.306

Output
Electronic energy   -3129.90103 hartree
Molecular weight   856.51 g mol⁻¹
E_HOMO   -7.94 eV
Largest force on an atom   2.94 eV/A